Record 1
{
  "formula": "C58H55CrFN3O7STe",
  "method": "wB97M-V/def2-TZVPD",
  "symbols": ["Cr", "C", "O", "C", "C", "C", "C", "C", "C", "O", "C", "O", "C", "H", "H", "H", "H", "H", "H", "H", "H", "H", "C", "C", "C", "C", "C", "C", "C", "C", "C", "S", "C", "N", "H", "H", "H", "H", "H", "H", "H", "H", "C", "C", "C", "C", "C", "C", "C", "F", "C", "C", "C", "O", "C", "C", "N", "C", "C", "O", "O", "H", "H", "H", "H", "H", "H", "H", "H", "H", "H", "H", "C", "C", "C", "C", "C", "C", "Te", "N", "C", "O", "C", "C", "C", "C", "C", "C", "C", "C", "C", "C", "C", "C", "C", "C", "C", "C", "C", "C", "H", "H", "H", "H", "H", "H", "H", "H", "H", "H", "H", "H", "H", "H", "H", "H", "H", "H", "H", "H", "H", "H", "H", "H", "H", "H", "H"],
  "positions_angstrom": [[-2.05953, 0.04493, 1.04090], [-8.86103, -0.69325, 0.13904], [-8.81187, 0.19086, 1.23025], [-7.56974, 0.64336, 1.61170], [-7.58149, 1.53839, 2.69139], [-6.39077, 2.04938, 3.14138], [-5.15888, 1.74097, 2.55040], [-3.91565, 2.39564, 2.93882], [-3.83084, 3.09969, 4.28874], [-2.92928, 2.41872, 2.22370], [-5.12932, 0.79126, 1.46129], [-4.08773, 0.38867, 0.85433], [-6.39005, 0.27997, 1.02211], [-9.90884, -0.96795, 0.01926], [-8.26979, -1.59574, 0.32272], [-8.50585, -0.21065, -0.77735], [-8.52756, 1.80222, 3.14440], [-6.42488, 2.74824, 3.96715], [-4.75386, 3.60613, 4.56191], [-3.00903, 3.81239, 4.24123], [-3.60174, 2.35292, 5.05132], [-6.35071, -0.41705, 0.19675], [-2.17825, -3.23378, 0.83060], [-2.65935, -2.56893, -0.41842], [-3.16027, -3.35025, -1.46455], [-3.65029, -2.77070, -2.60763], [-3.58526, -1.37259, -2.73860], [-4.08390, -0.68287, -3.86111], [-3.99282, 0.68707, -3.93714], [-3.32693, 1.39786, -2.94174], [-2.80591, 0.75313, -1.82635], [-1.85409, 1.62364, -0.67918], [-2.98899, -0.64367, -1.67341], [-2.59579, -1.23596, -0.50904], [-2.22862, -4.31853, 0.73868], [-2.78845, -2.90734, 1.67080], [-1.15298, -2.92958, 1.04093], [-3.19388, -4.42464, -1.33735], [-4.07915, -3.36604, -3.40485], [-4.53499, -1.25471, -4.66326], [-4.41864, 1.21045, -4.78519], [-3.19742, 2.46849, -3.01128], [0.31849, -1.67142, 8.01111], [1.36850, -1.55322, 6.90266], [2.58434, -0.79629, 7.43316], [3.62033, -0.66457, 6.32666], [3.00894, 0.04338, 5.15009], [3.79971, 0.83582, 4.32433], [3.22742, 1.41329, 3.20558], [4.02905, 2.17128, 2.42036], [1.90422, 1.25396, 2.88914], [1.08244, 0.49326, 3.73732], [-0.31148, 0.30199, 3.39055], [-0.81747, 0.91339, 2.43475], [-1.02212, -0.63153, 4.21403], [-0.43255, -1.17173, 5.30487], [0.83894, -0.87753, 5.71842], [1.64929, -0.11834, 4.87739], [-2.42778, -1.10233, 3.89672], [-3.09996, -1.57249, 4.82121], [-2.79000, -1.04861, 2.68363], [0.81236, -1.90814, 8.95311], [-0.41063, -2.45337, 7.81375], [-0.21409, -0.72810, 8.12268], [1.68666, -2.56741, 6.61906], [2.99765, -1.33352, 8.28980], [2.25923, 0.19403, 7.76465], [3.94578, -1.66624, 6.02226], [4.49996, -0.12300, 6.67992], [4.84711, 0.98049, 4.54998], [1.48801, 1.68087, 1.98636], [-0.99386, -1.87821, 5.89480], [3.28739, 1.13043, -9.23421], [2.73814, 1.03361, -7.83287], [2.18224, -0.14295, -7.35372], [1.68195, -0.23181, -6.05538], [1.05527, -1.53121, -5.60646], [1.74703, 0.85897, -5.17606], [1.01262, 0.64108, -2.96106], [1.03385, 0.00105, -0.94041], [0.66301, -0.93784, -0.17489], [-0.22731, -0.92881, 0.80512], [1.43341, -2.23555, -0.24954], [2.00563, -2.73507, 0.91993], [2.74184, -3.90922, 0.89926], [2.89289, -4.61706, -0.28488], [2.31565, -4.12760, -1.44993], [1.60789, -2.93560, -1.43771], [2.92172, 1.38532, -2.30386], [4.10688, 0.67904, -2.51141], [4.18783, -0.52398, -3.41051], [5.27837, 1.08069, -1.86855], [5.30230, 2.16560, -1.01203], [6.56082, 2.57664, -0.29590], [4.11859, 2.86336, -0.81370], [2.93289, 2.49092, -1.43421], [1.68692, 3.25724, -1.11913], [2.25404, 2.06432, -5.69445], [2.23349, 3.30906, -4.85030], [2.74390, 2.14035, -6.99497], [3.36138, 0.14475, -9.69471], [4.28021, 1.58481, -9.23191], [2.63948, 1.75199, -9.85804], [2.14088, -1.01211, -8.00686], [0.71182, -2.11612, -6.46244], [0.20705, -1.32713, -4.95604], [1.77416, -2.13500, -5.04625], [1.85519, -2.19423, 1.84569], [3.17984, -4.27981, 1.81903], [3.45200, -5.54560, -0.29426], [2.40954, -4.68832, -2.37251], [1.15772, -2.55498, -2.34719], [3.18460, -0.85767, -3.66644], [4.72141, -1.33699, -2.91388], [4.71866, -0.27168, -4.33246], [6.18284, 0.49993, -2.02466], [7.40396, 1.96156, -0.61061], [6.43082, 2.46689, 0.78214], [6.79906, 3.62252, -0.50056], [4.11094, 3.70050, -0.12317], [1.92241, 4.24543, -0.71983], [1.10111, 2.71076, -0.37770], [1.04396, 3.35889, -1.99132], [1.28151, 3.36817, -4.32174], [2.36401, 4.20481, -5.46161], [3.02506, 3.27938, -4.10084], [3.13697, 3.08234, -7.37169]],
  "forces_ev_per_a": [[0.8, -0.2, -0.7], [0.0, 0.0, -0.1], [0.2, 0.1, 0.1], [-0.1, 0.1, 0.1], [-0.2, 0.0, 0.1], [0.1, 0.0, 0.0], [0.1, -0.6, -0.5], [0.0, 0.3, 0.2], [0.0, 0.0, -0.1], [0.0, 0.0, 0.2], [-0.2, 0.3, 0.4], [0.4, -0.2, 0.2], [0.0, -0.2, -0.2], [0.0, 0.0, 0.0], [0.0, 0.0, 0.0], [0.0, -0.1, 0.0], [0.0, 0.0, 0.0], [0.0, 0.0, 0.0], [0.0, 0.0, 0.1], [0.0, 0.0, 0.0], [-0.1, 0.0, 0.0], [0.0, 0.0, 0.0], [-0.1, -0.1, 0.0], [0.4, 0.9, 0.5], [-0.5, -0.2, -0.8], [0.2, -0.1, 0.5], [0.2, 0.2, 0.3], [-0.2, 0.2, -0.3], [-0.1, -0.5, -0.2], [0.1, -0.2, 0.5], [0.2, 0.8, -0.2], [0.0, -0.4, 0.7], [-0.4, -0.2, -0.4], [0.0, -1.1, -0.6], [0.0, 0.0, -0.1], [0.0, -0.1, 0.0], [0.0, 0.0, 0.0], [0.1, 0.0, 0.0], [0.0, 0.0, 0.0], [-0.1, 0.0, 0.0], [0.1, 0.0, 0.0], [0.0, 0.0, 0.0], [0.0, 0.0, -0.2], [0.2, -0.2, 0.6], [0.0, -0.1, -0.3], [-0.1, 0.1, 0.2], [0.8, 0.3, -0.1], [-0.6, -0.5, 0.4], [0.1, 0.3, -0.3], [-0.2, -0.1, 0.1], [-0.1, -0.1, 0.0], [1.0, 0.2, 0.2], [-0.8, 0.0, -0.4], [0.4, 0.2, 0.5], [-0.2, -0.3, 0.0], [0.5, 0.4, 0.0], [-0.5, -0.3, -0.4], [-0.4, 0.2, -0.2], [-0.2, -0.2, 0.1], [0.2, 0.0, 0.1], [0.3, 0.4, -0.4], [0.0, 0.0, 0.0], [-0.1, 0.0, 0.0], [0.0, 0.1, 0.0], [0.0, 0.1, 0.0], [-0.1, 0.0, 0.0], [0.0, 0.0, 0.1], [0.1, 0.0, 0.0], [0.0, 0.0, -0.1], [0.1, 0.0, -0.1], [-0.1, 0.0, -0.1], [-0.1, 0.1, 0.1], [-0.1, 0.0, 0.1], [0.0, -0.1, -0.1], [0.1, 0.0, 0.0], [-0.1, 0.0, 0.2], [0.0, 0.1, -0.1], [-0.1, 0.6, 0.0], [0.4, -0.3, -1.4], [-0.9, -0.7, 2.1], [1.2, 1.1, -1.6], [-1.9, 0.5, 1.0], [-0.3, 0.0, 0.7], [0.0, -0.2, -0.1], [0.0, 0.0, 0.1], [0.1, -0.1, 0.0], [0.0, 0.0, 0.0], [-0.2, -0.1, -0.1], [-0.1, -0.3, 0.0], [0.0, 0.0, -0.1], [0.0, 0.0, 0.0], [0.0, 0.0, 0.1], [0.0, 0.0, -0.1], [-0.1, 0.0, 0.0], [0.0, 0.0, 0.0], [0.1, -0.1, -0.2], [-0.1, 0.1, 0.2], [-0.1, -0.1, -0.1], [0.1, 0.0, -0.1], [0.1, 0.0, 0.0], [0.0, 0.0, 0.0], [0.0, 0.0, -0.1], [0.0, 0.0, -0.1], [0.0, 0.0, 0.0], [0.0, 0.0, -0.1], [0.0, -0.2, 0.0], [-0.1, 0.0, 0.1], [0.0, 0.0, 0.0], [0.1, -0.1, 0.0], [0.0, 0.0, 0.0], [0.0, 0.0, 0.0], [0.0, 0.1, 0.0], [0.1, -0.1, 0.0], [0.0, 0.0, 0.0], [0.0, 0.0, -0.1], [0.1, 0.0, 0.0], [0.1, 0.0, 0.0], [0.1, 0.0, 0.1], [0.1, 0.0, 0.0], [0.0, 0.1, 0.0], [0.0, 0.0, 0.0], [-0.1, -0.1, 0.0], [0.0, 0.0, 0.0], [0.0, 0.1, 0.1], [0.0, 0.0, 0.0], [0.0, 0.1, 0.1], [0.0, 0.0, 0.0]],
  "lowdin_spin": [0.984, 0.000, 0.000, 0.000, -0.001, 0.000, 0.000, 0.001, 0.000, 0.006, 0.002, 0.011, 0.000, 0.000, 0.000, 0.000, 0.000, 0.000, 0.000, 0.000, 0.000, 0.000, 0.001, 0.006, -0.002, 0.007, -0.001, 0.006, -0.001, 0.005, -0.006, -0.027, -0.001, -0.009, 0.000, 0.000, 0.000, 0.000, 0.000, 0.000, 0.000, 0.000, 0.000, 0.000, 0.000, 0.000, 0.000, 0.001, 0.000, 0.000, 0.000, 0.000, 0.004, -0.006, 0.000, 0.004, 0.005, 0.001, 0.001, 0.001, 0.003, 0.000, 0.000, 0.000, 0.000, 0.000, 0.000, 0.000, 0.000, 0.000, 0.000, 0.000, 0.000, 0.000, 0.000, 0.000, 0.000, -0.001, -0.001, -0.004, 0.001, 0.007, 0.000, 0.000, 0.000, 0.000, 0.000, 0.000, 0.000, 0.000, 0.000, 0.000, 0.000, 0.000, 0.000, 0.000, 0.000, 0.000, 0.000, 0.000, 0.000, 0.000, 0.000, 0.000, 0.000, 0.000, 0.000, 0.000, 0.000, 0.000, 0.000, 0.000, 0.000, 0.000, 0.000, 0.000, 0.000, 0.000, 0.000, 0.000, 0.000, 0.000, 0.000, 0.000, 0.000, 0.000, 0.000],
  "homo_lumo_gap_ev": [3.87, 3.88],
  "charge": -2,
  "multiplicity": 2,
  "e_lumo_ev": [3.4368, 3.4358],
  "total_energy_ev": -129111.3362,
  "s2": 0.83,
  "homo_ev": [-0.4, -0.4]
}

---

Record 2
{
  "formula": "C4H13N2S",
  "method": "wB97M-V/def2-TZVPD",
  "symbols": ["N", "C", "C", "S", "C", "N", "C", "H", "H", "H", "H", "H", "H", "H", "H", "H", "H", "H", "H", "H"],
  "positions_angstrom": [[-0.06809, 2.67245, -3.91816], [1.35499, -0.23304, 1.76355], [2.15605, -0.74492, 2.67951], [-0.03119, 0.70114, -1.21588], [-0.11648, -0.50417, 1.68363], [-0.41477, -1.43673, 0.57801], [-1.84516, -1.49593, 0.26259], [-0.57734, 3.33091, -4.49137], [0.11098, 3.05990, -2.99793], [-0.56770, 1.79630, -3.82029], [1.73007, 0.46260, 1.01415], [3.20480, -0.48563, 2.73001], [1.81306, -1.46907, 3.40594], [0.97785, 0.56619, -2.08399], [-0.48662, -0.98409, 2.59368], [-0.65287, 0.44017, 1.54028], [0.06363, -1.09629, -0.29438], [-2.25213, -0.51133, 0.01804], [-2.38801, -1.89167, 1.12050], [-2.01107, -2.17678, -0.56788]],
  "forces_ev_per_a": [[0.4, -0.4, 0.4], [-0.2, 0.1, -0.1], [0.2, -0.2, 0.0], [-0.6, -0.6, 0.6], [0.8, -0.7, 0.2], [-1.5, 3.0, -0.6], [0.0, -1.0, 0.2], [-0.2, 0.0, 0.2], [0.1, 0.3, -0.1], [-0.1, 0.1, -0.3], [0.1, 0.1, 0.1], [0.0, 0.0, -0.1], [-0.1, 0.1, 0.1], [0.3, -0.1, -0.2], [-0.1, 0.0, 0.0], [-0.3, -0.2, 0.1], [1.3, -0.6, -0.8], [0.0, 0.1, 0.1], [0.1, 0.1, 0.2], [0.1, 0.1, -0.1]],
  "mulliken_charge": [-0.609, 0.117, -0.819, -0.153, -0.613, -0.078, -0.784, 0.243, 0.237, 0.253, 0.287, 0.271, 0.255, 0.292, 0.499, 0.360, 0.190, 0.383, 0.333, 0.337],
  "homo_lumo_gap_ev": 4.29,
  "charge": 1,
  "multiplicity": 1,
  "e_above_lowest_kcal_mol": 145.2,
  "e_lumo_ev": -9.2086,
  "total_energy_ev": -18162.1981,
  "homo_ev": -13.5
}

---

Question: The lowest multiplicity belongs to which entry?
Answer: C4H13N2S

---

Question: What is the multiplicity in the second record?
Answer: 1